This record from OMol25 describes a structure of composition C61H47MoN4OP2S4Si in a non-equilibrium geometry. The level of theory is the ωB97M-V functional and the def2-TZVPD basis.

Each line ends with the Löwdin charge.
Cartesian coordinates (Å):
Mo: 0.21 -0.17 0.15  0.567
C: 2.40 -2.63 -1.95  -0.215
Si: 1.61 -2.25 -0.28  0.474
C: 0.66 -3.84 0.15  -0.279
C: 1.23 -5.12 0.19  -0.094
C: 0.45 -6.24 0.42  -0.085
C: -0.93 -6.12 0.57  -0.081
C: -1.51 -4.87 0.50  -0.088
C: -0.72 -3.73 0.30  -0.374
P: -1.47 -2.07 0.07  0.994
C: -2.47 -2.49 -1.42  -0.320
C: -1.75 -2.79 -2.58  -0.131
C: -2.39 -3.17 -3.75  -0.086
C: -3.77 -3.27 -3.77  -0.092
C: -4.50 -3.02 -2.62  -0.081
C: -3.85 -2.63 -1.45  -0.080
C: -2.72 -1.95 1.41  -0.352
C: -3.76 -1.04 1.27  -0.140
C: -4.69 -0.86 2.29  -0.083
C: -4.57 -1.57 3.47  -0.084
C: -3.52 -2.47 3.62  -0.083
C: -2.61 -2.66 2.60  -0.115
C: 3.12 -2.09 0.88  -0.307
C: 3.81 -3.11 1.54  -0.081
C: 4.99 -2.85 2.22  -0.085
C: 5.52 -1.56 2.24  -0.083
C: 4.84 -0.53 1.61  -0.092
C: 3.64 -0.79 0.95  -0.394
P: 2.61 0.52 0.17  0.982
C: 3.02 1.97 1.22  -0.379
C: 2.89 1.82 2.60  -0.138
C: 3.10 2.90 3.44  -0.080
C: 3.45 4.14 2.91  -0.088
C: 3.58 4.29 1.54  -0.070
C: 3.37 3.20 0.69  -0.072
C: 3.47 0.84 -1.42  -0.341
C: 2.94 1.78 -2.31  -0.128
C: 3.60 2.04 -3.51  -0.071
C: 4.76 1.35 -3.84  -0.092
C: 5.28 0.41 -2.96  -0.089
C: 4.64 0.15 -1.76  -0.089
H: 3.35 -3.16 -1.80  0.033
H: 2.61 -1.72 -2.52  -0.002
H: 1.75 -3.26 -2.55  0.025
H: 2.30 -5.24 0.02  0.095
H: 0.92 -7.22 0.46  0.099
H: -1.54 -7.00 0.73  0.100
H: -2.59 -4.77 0.58  0.112
H: -0.67 -2.72 -2.58  0.062
H: -1.81 -3.38 -4.64  0.107
H: -4.28 -3.56 -4.69  0.099
H: -5.58 -3.11 -2.63  0.100
H: -4.44 -2.46 -0.57  0.089
H: -3.84 -0.45 0.36  0.096
H: -5.50 -0.14 2.16  0.108
H: -5.28 -1.42 4.27  0.101
H: -3.42 -3.03 4.55  0.104
H: -1.79 -3.36 2.74  0.096
H: 3.42 -4.12 1.54  0.084
H: 5.50 -3.65 2.75  0.098
H: 6.45 -1.36 2.76  0.099
H: 5.24 0.48 1.64  0.112
H: 2.60 0.86 3.02  0.092
H: 2.99 2.78 4.51  0.104
H: 3.61 4.99 3.57  0.098
H: 3.84 5.25 1.12  0.102
H: 3.45 3.34 -0.38  0.098
H: 2.02 2.30 -2.05  0.070
H: 3.18 2.76 -4.19  0.104
H: 5.26 1.55 -4.78  0.097
H: 6.18 -0.14 -3.22  0.098
H: 5.04 -0.60 -1.10  0.098
C: -2.91 2.05 1.35  -0.061
C: -1.70 2.12 0.44  -0.575
N: -1.52 0.88 -0.33  -0.302
N: -2.14 0.94 -1.55  -0.041
C: -1.44 0.46 -2.51  -1.046
S: 0.20 -0.12 -2.31  0.610
S: -2.14 0.46 -4.14  0.877
C: -2.43 2.24 -4.34  -0.413
C: -3.83 2.74 -4.04  -0.272
C: -4.73 2.06 -3.24  -0.063
C: -5.99 2.59 -2.97  -0.089
C: -6.37 3.81 -3.52  -0.110
C: -5.47 4.50 -4.33  -0.101
C: -4.22 3.97 -4.58  -0.061
C: -1.62 3.38 -0.37  -0.177
C: -2.69 4.24 -0.58  -0.054
C: -2.58 5.37 -1.37  -0.129
C: -1.35 5.63 -1.99  -0.124
C: -0.27 4.80 -1.79  -0.030
C: -0.35 3.65 -0.97  -0.424
O: 0.65 2.88 -0.73  -0.249
H: -3.80 2.00 0.72  0.088
H: -2.88 1.17 1.98  0.059
H: -2.99 2.94 1.98  0.090
H: -1.71 2.76 -3.71  0.082
H: -2.18 2.46 -5.38  0.070
H: -4.43 1.12 -2.79  0.077
H: -6.67 2.05 -2.33  0.096
H: -7.35 4.22 -3.31  0.092
H: -5.75 5.46 -4.76  0.094
H: -3.52 4.52 -5.21  0.111
H: -3.65 4.04 -0.12  0.099
H: -3.43 6.02 -1.53  0.085
H: -1.25 6.51 -2.63  0.090
H: 0.69 5.02 -2.26  0.098
S: 0.37 -1.01 2.50  0.655
C: -0.39 0.22 3.48  -0.623
C: -0.81 -0.10 4.77  -0.055
C: -1.34 0.86 5.62  -0.185
C: -1.80 0.46 6.93  -0.173
N: -2.18 0.14 7.96  0.159
C: -1.42 2.19 5.20  -0.185
C: -1.02 2.52 3.92  -0.038
C: -0.56 1.54 3.04  -0.487
S: -0.06 2.04 1.40  1.056
C: -1.90 3.22 6.09  -0.179
N: -2.28 4.05 6.80  0.156
H: -0.73 -1.13 5.11  0.116
H: -1.07 3.55 3.59  0.130

HOMO energy (spin up / spin down) = -4.061 / -4.508 eV
net charge = -1
2S+1 = 3
LUMO (spin up / spin down) = 1.9 / 1.6 eV
<S²> = 2.020
gap between HOMO and LUMO (spin up / spin down) = 0.22059 / 0.22487 Eh